This record from the Open Molecules 2025 dataset describes a structure of composition C18H18F3HfN8O4SSe. The level of theory is ωB97M-V/def2-TZVPD.

Last column: Mulliken charge in e.
Element x y z (Å)
Hf (-0.035, -0.248, -0.745)  1.0042
C (-1.310, -0.739, 4.637)  -1.1568
N (-0.809, -0.002, 3.482)  0.1387
C (-0.701, 1.451, 3.579)  -1.2600
C (-0.439, -0.615, 2.347)  0.4323
N (0.286, -0.058, 1.423)  -0.3752
N (-0.848, -1.930, 2.221)  0.0354
C (-0.630, -2.783, 1.158)  0.2497
N (-0.972, -4.069, 1.399)  -0.4253
N (-0.126, -2.365, 0.052)  -0.1385
H (-2.330, -1.106, 4.487)  0.3542
H (-1.328, -0.072, 5.493)  0.3931
H (-0.649, -1.571, 4.887)  0.4162
H (-1.441, 1.804, 4.291)  0.4518
H (-0.920, 1.912, 2.616)  0.4148
H (0.287, 1.767, 3.923)  0.3361
H (0.569, 0.877, 1.686)  0.2545
H (-1.431, -2.288, 2.956)  0.2574
H (-1.453, -4.341, 2.237)  0.1877
H (-0.985, -4.724, 0.638)  0.2246
H (0.023, -3.105, -0.621)  0.1836
O (1.203, 1.415, -1.045)  -0.6165
C (0.154, 2.160, -1.017)  0.9417
O (-0.708, 1.893, -0.145)  -0.5892
C (-0.203, 3.026, -2.159)  0.1376
C (-0.432, 4.391, -2.114)  -0.5968
C (-0.931, 5.035, -3.233)  -0.6004
C (-1.222, 4.307, -4.380)  -0.5508
C (-1.022, 2.937, -4.419)  -0.5872
C (-0.520, 2.278, -3.301)  0.6085
S (-0.406, 0.513, -3.276)  -0.4324
H (-0.206, 4.945, -1.211)  0.4508
H (-1.106, 6.102, -3.208)  0.4006
H (-1.624, 4.809, -5.251)  0.3944
H (-1.262, 2.356, -5.299)  0.4503
F (-3.808, -2.609, 0.154)  -0.2662
C (-3.841, -1.757, -0.909)  0.7422
F (-4.748, -0.821, -0.661)  -0.2357
F (-4.201, -2.447, -1.978)  -0.2435
C (-2.422, -1.172, -1.026)  0.8106
O (-2.078, -0.342, -0.137)  -0.7783
O (-1.635, -1.606, -1.875)  -0.5808
Se (2.279, -0.437, -3.241)  0.5553
N (3.917, -0.380, -2.677)  -0.7878
C (3.972, -0.774, -1.402)  0.6804
C (5.113, -0.819, -0.579)  -0.5770
C (4.946, -1.282, 0.696)  -0.6296
C (3.667, -1.666, 1.140)  -0.3349
N (2.572, -1.637, 0.407)  -0.1253
C (2.720, -1.210, -0.857)  0.5889
N (1.667, -1.118, -1.716)  -0.5139
H (6.077, -0.514, -0.963)  0.4883
H (5.786, -1.355, 1.373)  0.3902
H (3.541, -2.016, 2.159)  0.4279

The calculation puts the gap between HOMO and LUMO at 5.93 eV. The energy relative to the best compared isomer or geometry (same formula, charge and spin) comes out at 22.9 kcal per mole. For the HOMO energy, the calculation gives -0.371 hartree. The charge is +1.

---

This record from the Open Molecules 2025 dataset describes the ion C3H7N4S with charge +1. The level of theory is ωB97M-V/def2-TZVPD.

Last column: Mulliken charge in e.
Element x y z (Å)
C (-0.738, -0.898, 0.989)  -0.2148
C (-1.845, -0.500, 0.364)  -0.2010
C (-0.009, 0.628, -1.236)  0.6946
N (0.988, 0.142, -0.602)  -0.5232
N (0.175, 1.180, -2.402)  -0.4169
N (1.483, -0.532, 1.773)  -0.7120
N (0.449, -0.108, 1.026)  0.2684
S (-1.800, 0.701, -0.863)  -0.1844
H (-0.715, -1.719, 1.646)  0.4046
H (-2.720, -1.186, 0.438)  0.3763
H (1.130, 1.118, -2.775)  0.2750
H (-0.689, 1.670, -2.857)  0.2445
H (2.279, 0.065, 2.063)  0.2907
H (1.784, -1.404, 1.366)  0.2879
H (0.229, 0.845, 1.070)  0.4102

The calculation puts the gap between HOMO and LUMO at 9.51 eV. The SMILES is NC1=N[N@H+](N)C=CS1. The energy relative to the best compared isomer or geometry (same formula, charge and spin) comes out at 62.8 kcal per mole. For the HOMO energy, the calculation gives -0.502 hartree. The charge is +1.

---

This record from the Open Molecules 2025 dataset describes a structure of composition C37H36CsI2N11O4Se2. The level of theory is ωB97M-V/def2-TZVPD.

Last column: Mulliken charge in e.
Element x y z (Å)
Cs (0.368, -0.064, 0.120)  0.9181
C (0.778, -4.550, 2.748)  -0.6889
O (-0.009, -3.558, 3.433)  -0.5233
C (-0.368, -2.654, 2.491)  -0.3926
N (0.073, -2.805, 1.314)  0.4727
C (0.984, -3.956, 1.334)  -0.0430
C (2.414, -3.555, 1.064)  0.6520
C (3.016, -2.545, 1.812)  -0.0457
C (4.361, -2.262, 1.636)  -0.8335
C (5.112, -2.968, 0.702)  -0.5675
C (4.506, -3.946, -0.069)  -0.7554
C (3.161, -4.238, 0.114)  -0.3332
C (-1.201, -1.534, 2.990)  0.2664
C (-1.408, -1.396, 4.357)  -0.8650
C (-2.133, -0.307, 4.804)  -0.8803
C (-2.618, 0.596, 3.881)  -0.8692
C (-2.355, 0.370, 2.535)  0.1359
N (-1.672, -0.677, 2.089)  0.6616
C (-2.789, 1.363, 1.526)  -0.4436
N (-2.304, 1.476, 0.357)  0.5336
C (-2.889, 2.686, -0.231)  1.4969
C (-4.025, 3.046, 0.754)  -0.6203
O (-3.731, 2.243, 1.918)  -0.5217
C (-1.877, 3.804, -0.369)  0.1774
C (-2.005, 4.703, -1.426)  -0.1069
C (-1.149, 5.787, -1.534)  -0.7522
C (-0.154, 5.980, -0.584)  -0.5708
C (-0.017, 5.080, 0.461)  -0.6197
C (-0.874, 3.992, 0.574)  -0.1307
H (0.214, -5.483, 2.739)  0.2833
H (1.710, -4.686, 3.293)  0.3669
H (0.671, -4.664, 0.564)  0.2794
H (2.433, -1.961, 2.517)  0.3637
H (4.827, -1.484, 2.228)  0.4448
H (6.163, -2.745, 0.567)  0.4168
H (5.078, -4.485, -0.815)  0.4091
H (2.689, -5.002, -0.494)  0.3045
H (-0.995, -2.121, 5.040)  0.5657
H (-2.301, -0.157, 5.862)  0.4223
H (-3.168, 1.476, 4.180)  0.5286
H (-3.290, 2.453, -1.217)  -1.3015
H (-5.010, 2.760, 0.384)  0.2848
H (-4.021, 4.091, 1.052)  0.3165
H (-2.768, 4.535, -2.179)  0.3989
H (-1.251, 6.478, -2.362)  0.3821
H (0.517, 6.827, -0.665)  0.4057
H (0.766, 5.215, 1.197)  0.3735
H (-0.737, 3.295, 1.395)  0.4912
N (3.644, 1.694, 1.739)  -0.3619
C (2.652, 2.285, 2.633)  -0.6039
C (1.392, 1.400, 2.701)  0.3043
O (1.596, 0.168, 2.552)  -0.3210
O (0.298, 1.960, 2.893)  -0.6794
H (3.609, 0.686, 1.864)  0.1404
H (4.576, 2.020, 1.958)  0.1908
H (2.371, 3.281, 2.288)  0.2227
H (3.022, 2.377, 3.663)  0.2724
Se (0.421, -1.926, -4.225)  -0.0078
Se (0.272, -3.925, -3.148)  -0.0428
C (-1.045, -3.562, -1.781)  0.3751
C (-1.525, -4.653, -1.064)  -1.0762
C (-2.496, -4.417, -0.106)  -0.4237
C (-2.948, -3.120, 0.092)  -1.0849
C (-2.411, -2.113, -0.691)  0.7655
N (-1.476, -2.327, -1.614)  0.1403
C (2.079, -1.249, -3.491)  -0.0195
C (2.964, -0.634, -4.368)  -0.6311
C (4.160, -0.160, -3.851)  -0.4700
C (4.420, -0.329, -2.499)  -0.8807
C (3.460, -0.946, -1.714)  -0.3120
N (2.303, -1.395, -2.198)  0.4721
H (-1.156, -5.651, -1.264)  0.4816
H (-2.897, -5.240, 0.473)  0.4267
H (-3.702, -2.892, 0.833)  0.4748
H (-2.745, -1.089, -0.576)  -0.1554
H (2.726, -0.547, -5.419)  0.4315
H (4.877, 0.324, -4.502)  0.4142
H (5.338, 0.026, -2.053)  0.4717
H (3.614, -1.071, -0.648)  0.6619
I (2.664, 2.729, -0.906)  0.1654
C (1.714, 3.505, -2.647)  -0.8106
I (0.124, 2.293, -3.385)  0.0789
H (2.447, 3.603, -3.438)  0.5300
H (1.275, 4.461, -2.387)  0.2415
N (-5.640, 2.058, -2.538)  -0.5324
N (-4.514, 1.408, -3.023)  1.1099
N (-4.090, 0.277, -2.512)  -0.6438
C (-2.959, 0.106, -3.199)  0.0428
N (-2.758, 1.084, -4.087)  -0.2210
N (-3.751, 1.930, -3.940)  -0.7208
H (-6.236, 1.345, -2.135)  0.2815
H (-6.107, 2.492, -3.326)  0.2792
H (-2.284, -0.720, -3.041)  0.5362

The calculation puts the gap between HOMO and LUMO at 8.41 eV. The energy relative to the best compared isomer or geometry (same formula, charge and spin) comes out at 9.5 kcal per mole. For the HOMO energy, the calculation gives -0.303 hartree.

---

Look up the energy relative to the best compared isomer or geometry (same formula, charge and spin) of the first one.
22.9 kcal per mole